Formula: C26H33ClCrN4O4Te
Source: OMol25
Level of theory: ωB97M-V/def2-TZVPD

```
! RIJCOSX wB97M-V def2-TZVPD def2/J DEFGRID3
* xyz 1 4
Cr -1.060 0.225 0.200
Cl -0.994 7.503 0.570
C -0.754 5.795 0.473
C 0.565 5.299 0.321
C 0.827 3.962 0.244
C -0.240 3.033 0.313
O 0.036 1.766 0.247
C -1.565 3.529 0.452
C -2.671 2.663 0.468
O -2.651 1.405 0.359
C -1.801 4.934 0.537
H 1.379 6.010 0.265
H 1.828 3.563 0.119
H -3.666 3.106 0.574
H -2.814 5.299 0.644
N -0.874 0.303 2.292
C -0.283 -0.678 3.255
C 1.190 -0.933 2.938
C 1.455 -2.200 2.125
C 0.531 -2.365 0.930
N 0.486 -1.142 0.097
H -0.249 1.110 2.302
H -1.758 0.649 2.659
H -0.873 -1.595 3.232
H -0.387 -0.250 4.253
H 1.745 -1.004 3.873
H 1.605 -0.063 2.416
H 1.332 -3.079 2.762
H 2.495 -2.191 1.792
H -0.479 -2.611 1.264
H 0.868 -3.203 0.318
H 0.509 -1.394 -0.888
H 1.386 -0.594 0.165
N -6.083 -4.894 0.659
C -5.542 -4.308 -0.430
O -5.879 -4.545 -1.568
C -4.451 -3.282 -0.183
C -3.633 -2.967 -1.257
C -2.645 -2.019 -1.093
N -2.448 -1.376 0.066
C -3.245 -1.672 1.098
C -4.250 -2.617 1.019
H -6.789 -5.597 0.508
H -5.710 -4.785 1.584
H -3.784 -3.460 -2.207
H -1.978 -1.760 -1.904
H -3.077 -1.128 2.018
H -4.871 -2.788 1.887
Te 2.986 0.867 -0.883
C 4.980 0.171 -0.843
C 5.303 -1.145 -1.172
C 6.616 -1.591 -1.122
C 7.635 -0.727 -0.745
C 7.324 0.586 -0.419
C 6.010 1.030 -0.468
H 4.519 -1.827 -1.478
H 6.845 -2.616 -1.385
H 8.660 -1.072 -0.708
H 8.110 1.271 -0.126
H 5.783 2.056 -0.211
C 0.260 0.584 -3.893
C -0.645 0.988 -2.789
C -1.362 2.290 -2.825
O -0.720 0.233 -1.810
H 0.305 1.314 -4.695
H -0.059 -0.384 -4.287
H 1.254 0.436 -3.444
H -1.561 2.604 -3.846
H -0.698 3.034 -2.373
H -2.282 2.245 -2.245
*
```

Computed properties:
- ΔE to the lowest compared entry with this formula, charge and spin (eV) = 1.243
- calculated total energy (Eh) = -3303.10238
- HOMO (spin up / spin down) (eV) = -8.17 / -8.17
- <S²> = 3.776
- lowest unoccupied orbital energy (spin up / spin down) (eV) = -3.68 / -4.04

In elementary charge units, the Löwdin charges are: Cr 0.858; Cl 0.706; C -0.661; C -0.042; C 0.015; C -0.317; O -0.234; C -0.138; C -0.132; O -0.107; C -0.046; H 0.121; H 0.062; H 0.152; H 0.123; N -0.016; C -0.183; C -0.169; C -0.176; C -0.214; N -0.077; H 0.106; H 0.108; H 0.113; H 0.124; H 0.123; H 0.104; H 0.123; H 0.123; H 0.092; H 0.128; H 0.080; H -0.093; N 0.191; C -0.489; O 0.094; C -0.090; C 0.046; C -0.063; N -0.023; C -0.094; C 0.025; H 0.127; H 0.099; H 0.135; H 0.118; H 0.112; H 0.122; Te 0.836; C -0.699; C -0.184; C -0.106; C -0.105; C -0.101; C -0.182; H 0.075; H 0.098; H 0.098; H 0.100; H 0.078; C 0.012; C -0.389; C 0.042; O -0.093; H 0.096; H 0.109; H 0.036; H 0.104; H 0.117; H 0.092